1.
DFT (the ωB97M-V functional and the def2-TZVPD basis) results for a 3-piece molecular cluster, H6O3 overall.

XYZ file:
```
9
Properties=species:S:1:pos:R:3:mulliken_charge:R:1
O -1.008 2.211 -0.020 -0.644
H -0.925 1.758 0.829 0.314
H -0.910 1.382 -0.620 0.325
O -2.393 -1.505 -0.099 -0.637
H -1.612 -1.966 0.275 0.324
H -3.124 -1.744 0.467 0.317
O 3.369 -0.535 0.129 -0.622
H 3.994 -0.017 -0.443 0.325
H 2.834 -0.783 -0.584 0.297
```

As for the spin multiplicity: 1. The calculation puts the strongest force on any atom at 3.07 eV Å⁻¹. The calculation puts the relative energy (zero: lowest compared OMol25 entry of this formula, charge and spin) at 0.8905 eV. The LUMO energy comes out at 0.40 eV. The total charge is 0. For the energy, the calculation gives -229.29235 a.u. The SMILES is O.O.O. As for the frontier orbital gap: 11.69 eV.

2.
DFT (the ωB97M-V functional and the def2-TZVPD basis) results for a 2-piece molecular cluster, CH2INS overall.

XYZ file:
```
6
Properties=species:S:1:pos:R:3:mulliken_charge:R:1
N -0.110 -1.575 0.349 -0.392
C -0.775 -0.564 0.393 0.370
S -1.841 0.560 0.498 -0.303
H 0.880 -1.745 0.644 0.322
I 1.729 1.467 -0.841 -0.084
H 0.117 1.857 -1.044 0.087
```

As for the spin multiplicity: 1. The calculation puts the strongest force on any atom at 2.13 eV Å⁻¹. The calculation puts the relative energy (zero: lowest compared OMol25 entry of this formula, charge and spin) at 0.0435 eV. The LUMO energy comes out at 0.20 eV. The total charge is 0. For the energy, the calculation gives -789.91739 a.u. The SMILES is N=C=S.I. As for the frontier orbital gap: 9.96 eV.

Question: Among the records above, which one has the highest relative energy (zero: lowest compared OMol25 entry of this formula, charge and spin)?
Answer: H6O3

Question: Among the records above, which one has the highest energy?
Answer: H6O3